Entry 1:
This record from the OMol25 dataset describes 9 unconnected molecules or ions with the total composition C42H110N8O14. The level of theory is ωB97M-V with the def2-TZVPD basis set.

The calculation puts the orbital gap at 9.4 eV. The value obtained for the HOMO energy is -0.3197 Ha. As for the structure (SMILES): COC[C@H](C)N.COC[C@H](C)N.COC[C@H](C)N.COC[C@H](C)N.COCCNCCOC.COCCNCCOC.COCCNCCOC.COCCNCCOC.OCCO. The value obtained for the energy above the lowest of the compared OMol25 structures with the same formula, charge and spin is 0.00 kcal per mole.

Last column: Mulliken charge in e.
Cartesian coordinates (Å):
C (2.072, -3.358, -3.084)  -1.071
O (1.144, -2.298, -2.942)  -0.004
C (0.464, -2.036, -4.181)  -1.188
C (-0.466, -0.790, -4.231)  1.455
C (-1.673, -0.946, -3.238)  -1.184
N (-0.992, -0.601, -5.569)  -0.691
H (1.468, -4.266, -3.073)  0.331
H (2.819, -3.486, -2.301)  0.254
H (2.625, -3.315, -4.022)  0.349
H (1.224, -1.790, -4.923)  0.372
H (-0.062, -2.930, -4.514)  0.359
H (0.118, 0.042, -3.839)  -0.316
H (-1.857, -0.025, -2.685)  0.132
H (-1.576, -1.754, -2.513)  -0.060
H (-2.623, -1.216, -3.699)  0.457
H (-0.281, -0.280, -6.210)  0.298
H (-1.327, -1.446, -6.010)  0.289
C (3.127, 1.961, -4.249)  -0.419
O (3.487, 1.054, -5.298)  -0.158
C (4.691, 1.492, -5.956)  -0.726
C (5.218, 0.403, -6.911)  0.323
C (5.373, -1.019, -6.239)  -0.264
N (6.527, 0.693, -7.441)  -0.708
H (2.199, 1.576, -3.826)  -0.358
H (3.044, 3.027, -4.460)  0.480
H (3.895, 1.895, -3.478)  0.286
H (4.465, 2.472, -6.376)  0.385
H (5.486, 1.676, -5.233)  0.317
H (4.541, 0.339, -7.763)  0.291
H (4.497, -1.341, -5.676)  -0.057
H (6.129, -0.855, -5.471)  -0.299
H (5.699, -1.849, -6.865)  0.396
H (7.217, 0.587, -6.710)  0.272
H (6.541, 1.686, -7.628)  0.281
C (7.087, -1.555, -2.828)  -0.744
O (5.752, -1.918, -2.758)  -0.313
C (4.949, -1.067, -1.972)  0.366
C (5.168, -1.237, -0.440)  0.233
C (4.715, -2.630, 0.026)  -0.968
N (4.297, -0.324, 0.223)  -0.335
H (7.570, -1.169, -1.930)  0.293
H (7.251, -0.831, -3.626)  0.144
H (7.661, -2.464, -3.008)  0.342
H (5.130, -0.029, -2.254)  0.297
H (3.916, -1.238, -2.274)  -0.688
H (6.190, -1.012, -0.135)  0.481
H (3.697, -2.830, -0.307)  -0.168
H (4.795, -2.762, 1.105)  0.371
H (5.240, -3.506, -0.355)  0.413
H (3.366, -0.714, 0.225)  0.020
H (4.571, -0.253, 1.193)  0.213
C (5.216, 6.578, 0.894)  -0.681
O (3.805, 6.659, 1.144)  -0.436
C (3.038, 5.666, 0.390)  -0.359
C (2.804, 5.909, -1.056)  0.307
C (1.957, 7.180, -1.220)  -1.486
N (1.969, 4.851, -1.670)  -0.603
H (5.609, 5.574, 1.053)  0.293
H (5.682, 7.258, 1.607)  0.272
H (5.466, 6.851, -0.131)  0.267
H (3.619, 4.754, 0.519)  0.266
H (2.078, 5.468, 0.866)  0.273
H (3.750, 6.076, -1.569)  0.340
H (1.995, 7.573, -2.235)  0.346
H (2.424, 7.972, -0.635)  0.372
H (0.938, 7.091, -0.842)  0.372
H (2.379, 3.961, -1.423)  0.136
H (1.043, 4.949, -1.279)  0.253
C (-0.478, 2.399, 3.396)  -0.612
O (-1.372, 1.428, 2.939)  0.131
C (-2.208, 0.841, 3.937)  -0.736
C (-2.889, -0.425, 3.237)  -0.122
N (-3.534, -1.245, 4.253)  -0.242
C (-4.243, -2.431, 3.650)  -0.041
C (-4.893, -3.313, 4.690)  -0.837
O (-5.683, -2.622, 5.628)  -0.350
C (-5.647, -3.273, 6.872)  -0.805
H (-1.028, 3.181, 3.920)  0.359
H (-0.022, 2.833, 2.506)  -0.024
H (0.257, 2.081, 4.135)  0.230
H (-2.912, 1.536, 4.395)  0.428
H (-1.481, 0.412, 4.627)  0.209
H (-2.129, -1.053, 2.772)  -0.076
H (-3.597, -0.242, 2.428)  0.339
H (-4.013, -0.617, 4.881)  0.265
H (-3.525, -3.080, 3.150)  0.038
H (-4.986, -2.153, 2.902)  0.278
H (-4.055, -3.819, 5.168)  0.416
H (-5.475, -4.123, 4.251)  0.265
H (-5.921, -4.328, 6.918)  0.303
H (-6.356, -2.903, 7.612)  0.288
H (-4.636, -3.271, 7.278)  0.343
C (-6.154, -7.997, 1.369)  -0.737
O (-5.928, -6.695, 0.888)  -0.338
C (-6.639, -5.638, 1.538)  -0.487
C (-6.248, -4.323, 0.778)  -0.741
N (-4.777, -4.301, 0.635)  -0.053
C (-4.325, -3.128, -0.113)  -1.238
C (-2.788, -3.153, -0.135)  0.205
O (-2.301, -4.222, -0.965)  -0.417
C (-0.878, -4.257, -1.067)  -0.456
H (-7.226, -8.189, 1.310)  0.256
H (-5.816, -7.913, 2.402)  0.315
H (-5.582, -8.740, 0.814)  0.232
H (-6.302, -5.655, 2.575)  0.243
H (-7.711, -5.815, 1.455)  0.408
H (-6.577, -3.436, 1.320)  0.364
H (-6.811, -4.450, -0.146)  0.374
H (-4.547, -5.217, 0.277)  0.299
H (-4.712, -2.206, 0.321)  0.454
H (-4.729, -3.206, -1.123)  0.533
H (-2.465, -3.240, 0.902)  0.051
H (-2.379, -2.195, -0.457)  0.175
H (-0.451, -3.323, -1.433)  0.040
H (-0.470, -5.026, -1.723)  0.279
H (-0.399, -4.420, -0.102)  0.389
C (1.279, -2.355, 2.227)  -0.419
O (1.814, -1.837, 3.405)  -0.537
C (0.934, -1.118, 4.252)  0.346
C (1.608, -0.727, 5.602)  -1.046
N (1.539, -1.770, 6.618)  -0.242
C (2.415, -1.387, 7.780)  -0.325
C (2.355, -2.508, 8.790)  -0.574
O (3.369, -2.330, 9.796)  -0.349
C (4.688, -2.815, 9.533)  -0.660
H (0.372, -2.920, 2.443)  0.382
H (1.920, -2.980, 1.605)  0.268
H (1.044, -1.437, 1.687)  0.008
H (-0.010, -1.597, 4.511)  0.150
H (0.755, -0.191, 3.708)  -0.145
H (1.186, 0.196, 6.000)  0.516
H (2.622, -0.499, 5.273)  0.374
H (0.562, -1.933, 6.817)  0.266
H (2.080, -0.440, 8.204)  0.232
H (3.452, -1.268, 7.466)  0.245
H (2.298, -3.517, 8.383)  0.402
H (1.397, -2.486, 9.311)  0.301
H (5.155, -2.251, 8.726)  0.271
H (4.716, -3.877, 9.286)  0.289
H (5.324, -2.621, 10.397)  0.249
C (-7.193, 6.739, -5.128)  -0.742
O (-6.091, 6.677, -4.238)  -0.341
C (-4.813, 6.287, -4.747)  -0.442
C (-3.760, 6.210, -3.614)  -0.738
N (-4.214, 5.431, -2.475)  -0.376
C (-4.137, 3.985, -2.733)  -0.612
C (-4.111, 3.144, -1.511)  -0.694
O (-2.805, 3.225, -0.849)  -0.327
C (-2.612, 2.347, 0.217)  -0.453
H (-7.446, 5.722, -5.427)  0.314
H (-7.024, 7.329, -6.029)  0.288
H (-8.042, 7.186, -4.611)  0.236
H (-4.519, 6.875, -5.616)  0.446
H (-5.050, 5.313, -5.176)  0.319
H (-3.562, 7.204, -3.213)  0.327
H (-2.792, 5.817, -3.925)  0.378
H (-5.207, 5.612, -2.440)  0.303
H (-3.298, 3.736, -3.382)  0.428
H (-5.056, 3.759, -3.276)  0.389
H (-4.247, 2.082, -1.715)  0.367
H (-4.838, 3.539, -0.801)  0.297
H (-1.627, 2.472, 0.666)  -0.014
H (-2.627, 1.322, -0.153)  0.108
H (-3.377, 2.550, 0.967)  0.465
O (1.378, -0.714, -0.867)  0.122
C (0.892, 0.663, -1.115)  1.313
C (1.428, 1.577, 0.043)  0.083
O (2.735, 2.107, -0.285)  -0.473
H (1.329, -1.169, -1.711)  0.018
H (1.066, 0.974, -2.145)  -0.995
H (-0.186, 0.534, -1.015)  -0.164
H (1.413, 1.066, 1.006)  -0.114
H (0.886, 2.505, 0.228)  0.123
H (3.343, 1.364, -0.299)  0.252

---

Entry 2:
This record from the OMol25 dataset describes a molecular structure, C42H111N5O13. The level of theory is ωB97M-V with the def2-TZVPD basis set.

The calculation puts the orbital gap at 8.8 eV. The value obtained for the HOMO energy is -0.3117 Ha. The value obtained for the energy above the lowest of the compared OMol25 structures with the same formula, charge and spin is 92.17 kcal per mole.

Last column: Mulliken charge in e.
Cartesian coordinates (Å):
C (-0.145, 4.113, 0.507)  -0.917
O (-0.075, 3.090, -0.448)  0.687
C (1.012, 2.203, -0.254)  0.868
C (0.942, 1.039, -1.256)  -0.814
N (-0.253, 0.243, -1.007)  0.731
C (-0.337, -0.553, 0.190)  2.184
C (-1.776, -0.897, 0.613)  0.666
O (-2.369, -0.049, 1.577)  -0.453
C (-2.691, 1.245, 1.116)  0.013
H (0.068, 3.841, 1.552)  0.072
H (-1.200, 4.385, 0.624)  0.319
H (0.495, 4.940, 0.192)  0.054
H (1.046, 1.933, 0.811)  -0.490
H (2.010, 2.675, -0.303)  -0.156
H (1.895, 0.509, -1.315)  0.648
H (0.825, 1.454, -2.262)  -0.383
H (-1.021, 0.887, -1.146)  -0.378
H (0.181, -0.127, 1.057)  -0.924
H (0.083, -1.560, 0.093)  -1.058
H (-1.969, -1.916, 0.939)  0.364
H (-2.359, -0.772, -0.318)  -1.113
H (-3.244, 1.184, 0.171)  0.034
H (-1.719, 1.746, 1.031)  -0.340
H (-3.252, 1.793, 1.874)  0.232
C (-1.113, -6.871, 1.461)  -0.838
O (-0.893, -5.988, 0.386)  -0.473
C (0.164, -5.068, 0.562)  1.359
C (1.554, -5.746, 0.641)  -1.042
N (1.614, -6.957, -0.188)  -0.195
C (2.418, -7.992, 0.421)  -0.462
C (2.601, -9.139, -0.582)  -0.689
O (1.343, -9.675, -0.945)  -0.268
C (1.518, -10.751, -1.827)  -0.842
H (-0.288, -7.411, 1.946)  0.273
H (-1.714, -7.695, 1.077)  0.316
H (-1.603, -6.314, 2.265)  0.348
H (0.036, -4.519, 1.501)  0.417
H (0.209, -4.376, -0.276)  -1.112
H (1.870, -5.926, 1.670)  0.262
H (2.232, -5.001, 0.215)  0.225
H (0.649, -7.244, -0.314)  0.421
H (1.957, -8.383, 1.336)  0.270
H (3.436, -7.648, 0.610)  0.345
H (3.303, -9.895, -0.202)  0.452
H (3.154, -8.775, -1.458)  0.341
H (2.238, -11.507, -1.499)  0.322
H (1.638, -10.541, -2.894)  0.316
H (0.586, -11.332, -1.822)  0.259
C (-1.918, 4.123, -3.031)  -0.879
C (-3.422, 4.070, -2.862)  0.923
C (-3.872, 2.696, -2.312)  0.208
O (-4.290, 1.825, -3.310)  -0.385
C (-4.819, 0.654, -2.800)  -0.694
N (-3.766, 5.065, -1.864)  -0.686
H (-1.497, 3.435, -3.761)  -0.396
H (-1.373, 3.969, -2.098)  0.168
H (-1.650, 5.099, -3.452)  0.562
H (-4.026, 4.173, -3.773)  0.317
H (-4.630, 2.887, -1.543)  0.293
H (-2.991, 2.283, -1.794)  -0.831
H (-4.198, 0.235, -2.003)  0.134
H (-5.048, -0.134, -3.515)  0.346
H (-5.798, 0.788, -2.308)  0.373
H (-4.713, 5.418, -1.929)  0.224
H (-3.163, 5.875, -1.918)  0.216
C (6.147, 3.961, 2.519)  -1.803
C (4.759, 4.137, 1.920)  0.409
C (4.860, 4.410, 0.396)  -1.115
O (3.634, 4.976, -0.064)  -0.023
C (3.643, 6.371, 0.129)  -0.954
N (3.980, 2.938, 2.256)  -0.277
H (6.660, 3.149, 1.990)  0.350
H (6.116, 3.647, 3.565)  0.400
H (6.782, 4.848, 2.531)  0.435
H (4.304, 4.959, 2.476)  0.520
H (4.948, 3.398, -0.005)  0.322
H (5.722, 4.997, 0.083)  0.527
H (4.032, 6.952, -0.724)  0.283
H (4.386, 6.673, 0.875)  0.391
H (2.649, 6.778, 0.296)  0.316
H (3.062, 2.940, 1.811)  0.138
H (4.460, 2.181, 1.767)  0.179
C (1.491, -1.236, 3.467)  -0.585
C (2.741, -1.385, 2.600)  0.494
C (2.881, -2.755, 1.941)  -0.718
O (2.695, -3.898, 2.763)  -0.112
C (3.615, -4.017, 3.847)  -0.883
N (2.973, -0.269, 1.700)  -0.157
H (0.693, -0.925, 2.787)  0.097
H (1.684, -0.447, 4.188)  -0.142
H (1.220, -2.210, 3.869)  0.615
H (3.601, -1.324, 3.295)  0.455
H (3.819, -2.860, 1.375)  0.359
H (2.104, -2.882, 1.177)  -0.367
H (3.201, -4.753, 4.535)  0.250
H (3.797, -3.080, 4.368)  0.328
H (4.520, -4.474, 3.435)  0.321
H (3.963, -0.261, 1.489)  0.284
H (2.706, 0.557, 2.228)  -0.074
C (0.380, 1.225, -4.936)  0.372
C (-0.309, 1.457, -6.279)  0.146
C (-1.824, 1.502, -6.130)  -1.189
O (0.065, 2.716, -6.856)  -0.630
H (-0.018, 1.974, -4.235)  -0.859
H (1.458, 1.377, -4.877)  0.456
H (0.069, 0.299, -4.446)  -0.010
H (-0.118, 0.609, -6.937)  0.424
H (-2.202, 0.765, -5.413)  0.253
H (-2.280, 1.356, -7.110)  0.426
H (-2.252, 2.451, -5.805)  0.202
H (-0.109, 3.403, -6.180)  0.462
C (-0.381, 2.002, 4.877)  -1.107
C (1.004, 2.536, 5.135)  0.433
C (1.660, 1.887, 6.373)  -1.428
O (1.852, 2.087, 4.026)  -0.290
H (-1.079, 2.308, 5.655)  0.539
H (-0.350, 0.930, 4.694)  0.135
H (-0.759, 2.451, 3.952)  0.049
H (1.151, 3.616, 5.064)  0.507
H (1.302, 0.865, 6.504)  0.265
H (1.216, 2.364, 7.260)  0.447
H (2.737, 2.004, 6.367)  0.379
H (2.608, 2.678, 3.919)  0.053
C (2.542, 4.630, -3.521)  -1.357
C (1.157, 5.272, -3.715)  2.146
C (1.282, 6.802, -3.657)  -1.563
O (0.620, 4.949, -5.007)  -0.464
H (2.541, 3.545, -3.605)  0.244
H (2.925, 4.974, -2.556)  0.131
H (3.279, 5.045, -4.220)  0.528
H (0.618, 4.821, -2.883)  -1.078
H (2.303, 7.156, -3.522)  0.359
H (0.628, 7.108, -2.834)  0.309
H (0.875, 7.306, -4.532)  0.402
H (1.281, 5.194, -5.664)  0.346
C (-2.851, -3.363, 0.114)  -1.035
C (-4.019, -2.944, -0.743)  0.293
C (-5.038, -2.066, 0.017)  -1.012
O (-3.637, -2.249, -1.926)  -0.489
H (-2.440, -2.491, 0.648)  0.074
H (-1.986, -3.770, -0.410)  0.041
H (-3.178, -3.992, 0.938)  0.590
H (-4.497, -3.859, -1.114)  0.535
H (-5.878, -1.972, -0.667)  0.323
H (-4.479, -1.142, 0.186)  0.012
H (-5.343, -2.421, 1.001)  0.412
H (-2.806, -1.839, -1.643)  0.144
C (-5.237, 0.378, 4.633)  -0.714
C (-6.045, 1.641, 4.879)  0.671
C (-6.846, 1.517, 6.171)  -1.403
O (-5.202, 2.789, 5.012)  -0.547
H (-4.507, 0.447, 3.820)  -0.185
H (-5.829, -0.521, 4.469)  0.371
H (-4.589, 0.184, 5.495)  0.302
H (-6.737, 1.793, 4.045)  0.165
H (-6.166, 1.241, 6.979)  0.357
H (-7.518, 0.661, 6.084)  0.362
H (-7.415, 2.417, 6.386)  0.348
H (-4.615, 2.774, 4.248)  0.304
C (0.714, -2.831, -4.624)  -1.484
C (0.727, -3.258, -3.164)  0.171
C (2.127, -3.191, -2.551)  -1.002
O (-0.079, -2.309, -2.417)  0.141
H (-0.338, -2.923, -4.929)  0.367
H (1.150, -3.559, -5.310)  0.447
H (0.997, -1.790, -4.746)  0.223
H (0.198, -4.180, -2.932)  0.504
H (2.849, -3.848, -3.042)  0.453
H (2.003, -3.568, -1.533)  0.157
H (2.545, -2.184, -2.573)  0.265
H (0.359, -1.448, -2.431)  -0.205

---

Question: What is the energy above the lowest of the compared OMol25 structures with the same formula, charge and spin in the second record?
Answer: 92.17 kcal per mole